[1]
{"formula": "C6H6BrF", "method": "wB97M-V/def2-TZVPD", "species": ["C", "C", "C", "C", "C", "C", "F", "Br", "H", "H", "H", "H", "H", "H"], "coordinates": [[-1.2395, 1.1031, -0.1736], [-0.1099, 1.1995, -1.0139], [-1.2862, 0.0599, 0.6997], [0.9772, 0.4450, -0.8316], [-0.2688, -1.1100, 0.6688], [1.1018, -0.7352, 0.1678], [1.9644, -0.3578, 1.1998], [2.4696, 0.3450, -2.0412], [-1.9591, 1.9127, 0.0485], [-0.1258, 2.0259, -1.6669], [-2.1780, 0.1849, 1.3691], [-0.2132, -1.5777, 1.7492], [-0.6015, -1.8560, -0.0030], [1.4690, -1.6394, -0.1727]], "forces_ev_per_a": [[-0.743, -1.431, 3.194], [1.400, 0.320, -0.141], [-1.073, 0.780, -0.456], [0.789, -2.177, -0.454], [-1.176, 1.350, 3.346], [-1.551, 2.702, 0.894], [-0.101, 0.218, 0.032], [-0.350, 0.661, 0.156], [0.559, -0.391, -0.899], [0.418, 0.578, -1.207], [1.203, -1.094, -0.176], [0.055, 0.760, -2.173], [-0.751, -0.931, -0.634], [1.322, -1.346, -1.482]], "mulliken_charge": [-0.376, -0.132, -0.282, -0.199, -0.734, 0.212, -0.313, -0.157, 0.306, 0.431, 0.267, 0.271, 0.344, 0.362], "relative_energy_kj_mol": 0.0, "total_charge": 0, "lumo_ev": 0.156}

***

[2]
{"formula": "C19H25N3O3", "method": "wB97M-V/def2-TZVPD", "species": ["C", "C", "H", "H", "C", "C", "O", "O", "C", "H", "H", "C", "O", "N", "C", "C", "C", "N", "N", "C", "C", "C", "C", "C", "C", "H", "H", "H", "H", "H", "C", "C", "H", "H", "H", "C", "H", "H", "H", "C", "H", "H", "H", "H", "H", "H", "H", "H", "H", "H"], "coordinates": [[3.9779, -0.8833, -4.6126], [3.2115, 0.0924, -3.7301], [2.9994, 1.0031, -4.2944], [2.2566, -0.3488, -3.4349], [4.0024, 0.4813, -2.4701], [4.0898, -0.6926, -1.5284], [4.7772, -1.6649, -1.6697], [3.2459, -0.5261, -0.4894], [3.1487, -1.5867, 0.4556], [3.4478, -2.5317, -0.0108], [3.8314, -1.3942, 1.2916], [1.7300, -1.7204, 1.0123], [1.3982, -2.6707, 1.6789], [0.9346, -0.6735, 0.6832], [-0.3800, -0.5006, 1.0879], [-1.1426, -1.1851, 2.0035], [-2.3628, -0.4761, 2.0565], [-2.3325, 0.5592, 1.2435], [-1.1342, 0.5445, 0.6352], [-0.8100, 1.5338, -0.2996], [-1.2739, 2.8290, -0.0854], [-0.9701, 3.8286, -0.9886], [-0.2023, 3.5487, -2.1081], [0.2356, 2.2555, -2.3361], [-0.0709, 1.2431, -1.4437], [0.2254, 0.2278, -1.6619], [0.8074, 2.0264, -3.2228], [0.0407, 4.3325, -2.8093], [-1.3304, 4.8317, -0.8178], [-1.8765, 3.0223, 0.7876], [-3.5630, -0.8090, 2.8928], [-3.1416, -0.8893, 4.3647], [-2.3924, -1.6631, 4.5103], [-2.7243, 0.0606, 4.6919], [-4.0033, -1.1211, 4.9868], [-4.6351, 0.2670, 2.7193], [-4.9169, 0.3509, 1.6738], [-5.5160, 0.0177, 3.3066], [-4.2561, 1.2319, 3.0442], [-4.1124, -2.1672, 2.4393], [-4.4144, -2.1222, 1.3953], [-3.3575, -2.9421, 2.5466], [-4.9779, -2.4400, 3.0391], [-0.8486, -2.0589, 2.5434], [1.3500, 0.0731, 0.1398], [5.0129, 0.7732, -2.7581], [3.5118, 1.3097, -1.9581], [4.8871, -0.4204, -4.9892], [3.3679, -1.1853, -5.4605], [4.2558, -1.7705, -4.0504]], "forces_ev_per_a": [[-0.189, 0.014, 0.045], [0.209, -0.038, -0.002], [-0.083, -0.004, 0.058], [-0.092, 0.073, -0.007], [-0.158, -0.039, -0.024], [0.219, 0.244, -0.280], [0.061, -0.062, 0.053], [-0.341, 0.150, 0.317], [0.214, -0.634, 0.206], [-0.149, 0.171, 0.155], [-0.111, -0.026, -0.118], [0.437, 0.154, -0.326], [0.040, -0.097, 0.113], [-0.191, 0.560, -0.275], [-0.313, -0.196, 0.388], [0.238, 0.020, -0.214], [0.366, 0.165, -0.231], [-0.809, 0.277, 0.127], [0.404, -0.749, 0.248], [0.081, 0.531, -0.395], [0.035, -0.107, 0.086], [0.009, -0.039, -0.017], [0.042, 0.028, -0.110], [0.054, 0.120, -0.015], [-0.115, -0.095, 0.146], [0.005, -0.098, 0.001], [0.050, -0.037, -0.087], [0.015, 0.068, -0.064], [-0.034, 0.080, 0.030], [-0.035, 0.024, 0.076], [-0.225, 0.067, 0.054], [-0.042, 0.033, -0.203], [0.098, -0.091, 0.072], [0.052, 0.086, 0.067], [-0.094, -0.045, 0.087], [0.174, -0.156, -0.004], [-0.088, 0.059, -0.098], [-0.092, -0.047, 0.079], [-0.013, 0.148, 0.025], [0.067, 0.179, 0.045], [-0.037, -0.033, -0.112], [0.059, -0.131, -0.002], [-0.105, -0.054, 0.076], [0.102, -0.171, 0.095], [0.019, -0.191, 0.086], [0.012, 0.001, 0.069], [0.089, -0.001, -0.012], [0.117, 0.015, -0.057], [-0.003, -0.041, -0.109], [0.050, -0.087, -0.040]], "mulliken_charge": [-1.341, -0.047, 0.318, 0.109, -0.526, 0.482, -0.581, -0.308, -0.537, 0.414, 0.250, 0.508, -0.635, -0.032, -0.249, -0.466, -0.288, -1.066, 0.829, 0.301, -0.513, -0.530, -0.526, -0.676, -0.368, 0.747, 0.388, 0.409, 0.376, 0.462, 2.100, -1.605, 0.326, 0.376, 0.437, -1.835, 0.365, 0.418, 0.362, -1.621, 0.390, 0.339, 0.428, 0.638, 0.326, 0.367, 0.252, 0.319, 0.400, 0.313], "relative_energy_kj_mol": 206.1, "total_charge": 0, "lumo_ev": 0.583}

***

[3]
{"formula": "C3H4Cl3OP", "method": "wB97M-V/def2-TZVPD", "species": ["C", "C", "C", "O", "P", "Cl", "Cl", "Cl", "H", "H", "H", "H"], "coordinates": [[1.5913, -1.5776, 0.1901], [1.4746, -0.2057, 0.0369], [0.4571, 0.3021, -0.9649], [2.2474, 0.7042, 0.4561], [4.5898, -0.2117, 0.4063], [2.8319, -2.0207, 1.1790], [4.9014, 1.6646, 0.7305], [4.3999, -0.1559, -1.5811], [1.0427, -2.4595, -0.0380], [0.1552, 1.3011, -0.7166], [-0.3968, -0.3352, -1.2266], [1.0704, 0.5013, -1.8261]], "forces_ev_per_a": [[-0.877, 1.968, -0.028], [-2.192, -1.534, -1.629], [0.152, -0.053, -0.151], [2.526, -1.005, 0.837], [-1.216, -0.435, -0.068], [2.234, -1.039, 1.862], [0.556, 2.105, 0.658], [-0.174, -0.499, -0.522], [-0.946, 0.311, -0.939], [-0.557, 0.366, 0.603], [0.386, 0.050, 0.242], [0.107, -0.236, -0.866]], "mulliken_charge": [-0.485, 0.716, -1.019, -0.637, 0.574, -0.172, -0.109, -0.121, 0.381, 0.338, 0.313, 0.222], "relative_energy_kj_mol": 247.5, "total_charge": 0, "lumo_ev": [-1.560, -1.559]}

***

[4]
{"formula": "C35H55HfN9SSb2Si", "method": "wB97M-V/def2-TZVPD", "species": ["Hf", "C", "C", "N", "N", "C", "N", "S", "C", "C", "C", "C", "C", "N", "H", "H", "H", "H", "H", "H", "H", "H", "H", "C", "Sb", "C", "C", "C", "C", "C", "C", "C", "C", "C", "Sb", "C", "C", "H", "H", "H", "H", "H", "H", "H", "H", "H", "H", "H", "H", "H", "H", "H", "H", "H", "H", "H", "H", "C", "N", "C", "N", "C", "N", "C", "N", "C", "C", "H", "H", "H", "H", "H", "H", "H", "H", "H", "H", "H", "H", "C", "Si", "C", "C", "N", "C", "C", "C", "C", "C", "C", "H", "H", "H", "H", "H", "H", "H", "H", "H", "H", "H", "H", "H", "H"], "coordinates": [[0.2232, 0.8299, -0.2440], [-2.1727, 3.5544, -3.0029], [-1.7039, 2.6382, -1.9094], [-0.5988, 1.9769, -1.9976], [-0.0579, 2.0606, -3.2915], [1.1027, 1.5007, -3.3878], [1.7898, 1.6039, -4.5378], [1.8924, 0.6244, -2.0657], [-2.4985, 2.4067, -0.6746], [-3.6496, 3.1202, -0.4723], [-4.4451, 2.7963, 0.6220], [-3.9971, 1.7925, 1.4649], [-2.8185, 1.1430, 1.1965], [-2.0452, 1.4362, 0.1580], [-1.3486, 4.1396, -3.3881], [-2.8651, 4.3231, -2.6272], [-2.5631, 2.9479, -3.7720], [1.3467, 2.1352, -5.3012], [2.5252, 0.9724, -4.7882], [-3.8682, 3.9150, -1.1477], [-5.3477, 3.3540, 0.8069], [-4.5644, 1.5064, 2.3693], [-2.4762, 0.3526, 1.8369], [-0.7639, -3.5343, 3.2581], [-1.6426, -2.3344, 1.6933], [-3.3221, -1.8350, 3.0373], [-2.6981, -3.9216, 0.6705], [-1.7914, -4.6206, -0.2854], [-1.0334, -5.7345, 0.1760], [-0.2063, -6.4527, -0.6330], [-0.1506, -6.1283, -1.9877], [-0.9179, -5.0871, -2.4705], [-1.6922, -4.2969, -1.6436], [-2.3338, -3.0663, -2.2607], [-1.0311, -1.3546, -2.2387], [0.4212, -2.1137, -3.6482], [-2.2548, -0.1862, -3.5373], [-1.5604, -4.0084, 3.8553], [-0.1839, -2.8837, 3.9203], [-0.0853, -4.2892, 2.8229], [-3.6268, -2.8126, 3.4274], [-4.1519, -1.3782, 2.4912], [-2.9056, -1.3311, 3.8955], [-3.5427, -3.4835, 0.1577], [-3.0745, -4.6067, 1.4633], [-1.1332, -6.0603, 1.1640], [0.2973, -7.3317, -0.2253], [0.4400, -6.7413, -2.6584], [-0.9241, -4.9081, -3.5589], [-3.2282, -2.7760, -1.7519], [-2.5096, -3.2399, -3.3217], [0.0200, -2.6928, -4.4732], [1.1253, -2.8097, -3.1566], [1.0409, -1.2925, -4.0071], [-2.7312, -0.8660, -4.2487], [-1.6635, 0.5342, -4.1082], [-2.9651, 0.3338, -2.8905], [1.8307, -1.3182, 2.0759], [2.9978, -2.0328, 2.4539], [3.2077, -3.1377, 1.4901], [3.3639, -2.6526, 0.1497], [2.1797, -1.9381, -0.2291], [1.8932, -0.6856, 0.6628], [3.1746, 0.1445, 0.6688], [4.3272, -0.6272, 1.0476], [4.1803, -1.1762, 2.3876], [4.4936, -1.7304, 0.1114], [1.6519, -0.5668, 2.8119], [0.9619, -1.9912, 2.1241], [2.4234, -3.8753, 1.6111], [4.1353, -3.6546, 1.7662], [1.2996, -2.5883, -0.1585], [2.2641, -1.6165, -1.2953], [2.9939, 1.0022, 1.3716], [3.3502, 0.6198, -0.2981], [3.9922, -0.3883, 3.1362], [5.0254, -1.7793, 2.6592], [5.3319, -2.3101, 0.4189], [4.5672, -1.4337, -0.9186], [3.0121, 3.7906, -1.3461], [1.6936, 4.1342, -0.0431], [2.6073, 4.7932, 1.5042], [0.6560, 5.5639, -0.7721], [0.7739, 2.6973, 0.4544], [0.0085, 2.7716, 1.6425], [0.0876, 1.7557, 2.5947], [-0.6464, 1.7891, 3.7449], [-1.5537, 2.7785, 4.0064], [-1.5459, 3.8603, 3.1004], [-0.7995, 3.8748, 1.9533], [3.3718, 4.7746, -1.6240], [2.7094, 3.2743, -2.2282], [3.8475, 3.2695, -0.9414], [2.8669, 5.8531, 1.4111], [3.6015, 4.3022, 1.5946], [2.0524, 4.6460, 2.4560], [-0.0469, 6.0378, -0.0798], [0.0654, 5.2755, -1.6607], [1.3346, 6.3720, -1.1560], [0.9197, 1.0800, 2.4593], [-0.5990, 0.9377, 4.4339], [-2.1261, 2.7802, 4.9483], [-2.1265, 4.7466, 3.3984], [-0.8898, 4.7575, 1.3281]], "forces_ev_per_a": [[-0.279, 0.139, 1.074], [0.358, 1.028, 1.673], [0.121, 0.378, 0.577], [-0.406, 0.027, -1.732], [0.199, 0.239, 0.885], [0.491, -0.305, 0.265], [-0.795, 0.624, -0.737], [-0.105, 0.443, -1.006], [0.936, 0.002, -0.832], [-0.205, -0.375, 0.684], [0.464, 0.126, -0.011], [-1.242, 0.107, 0.804], [0.407, -0.217, 0.172], [-0.090, 0.148, -0.888], [0.382, -0.264, -0.218], [-0.079, -0.677, -0.327], [-0.719, -0.416, -1.124], [0.386, -0.504, 0.645], [0.231, -0.094, 0.174], [-0.477, 0.233, -0.139], [-0.186, -0.047, 0.144], [0.352, 0.180, -0.696], [0.117, -0.046, 0.245], [0.228, -0.172, -0.148], [-0.872, -0.022, 0.815], [0.570, -1.065, -0.710], [0.196, -0.222, 0.423], [0.577, -1.183, 0.104], [-0.778, 1.449, -0.847], [0.281, -0.529, -0.642], [0.075, -0.456, 0.058], [0.656, -0.412, -1.041], [-0.351, 0.988, 0.231], [0.730, -0.761, 0.415], [0.315, -0.230, -0.676], [0.717, -0.330, 0.591], [0.209, -0.106, -0.240], [0.324, 0.099, -0.403], [-0.044, -0.111, -0.087], [-0.342, 0.254, 0.280], [-0.157, 0.124, -0.275], [0.198, 0.222, 0.458], [-0.200, 0.757, 0.077], [-0.302, 0.133, 0.023], [0.272, 0.468, -0.540], [-0.294, -0.250, 1.540], [0.034, 0.347, -0.251], [-0.044, 0.117, -0.039], [0.052, 0.046, 0.629], [-0.725, 0.165, 0.078], [-0.207, 0.112, 0.040], [-0.442, 0.252, -0.130], [-0.383, 0.307, 0.127], [-0.243, 0.024, -0.158], [-0.223, 0.169, 0.252], [-0.066, -0.096, 0.233], [-0.196, -0.095, -0.325], [-0.749, -0.272, -0.196], [0.250, -0.958, -0.798], [0.805, -0.526, 1.310], [-1.064, 0.360, -0.122], [-0.490, 0.399, -1.043], [0.440, -0.792, -0.185], [0.013, 0.942, 0.942], [0.127, 0.395, -0.241], [-1.215, 0.625, 0.496], [-0.453, -0.451, 0.218], [-0.040, 0.837, 0.369], [0.472, 0.219, -0.358], [-0.446, 0.000, -0.332], [-0.143, 0.110, 0.056], [0.066, 0.059, 0.157], [0.015, -0.158, 0.983], [0.296, -0.803, -0.303], [0.009, -0.401, 0.136], [0.547, 0.016, -0.386], [0.578, -0.035, 0.109], [1.007, -0.221, -0.009], [0.430, 0.640, -0.357], [-0.775, 0.360, 0.714], [0.817, 1.371, 0.013], [0.163, -0.554, 0.017], [0.021, 0.086, -0.521], [-0.201, -0.941, -0.035], [0.404, 0.825, 0.165], [1.188, 0.249, -1.560], [-1.201, -1.763, 1.456], [0.300, 0.786, -0.015], [-1.001, 0.466, 1.487], [-0.436, 0.114, -0.208], [0.083, 0.285, -0.146], [-0.335, -0.192, -0.689], [0.737, -0.546, 0.440], [-0.338, -0.040, -0.064], [-0.644, -0.007, 0.040], [0.341, 0.130, -0.565], [0.200, -0.024, -0.010], [0.181, -0.112, 0.285], [-0.377, -0.730, 0.519], [-0.026, -0.277, 0.175], [0.276, 0.356, -0.122], [0.270, 0.126, -0.727], [0.190, -0.394, -0.461], [0.284, -0.284, -0.135]], "mulliken_charge": [0.175, -1.840, 0.182, 1.828, -1.618, 0.076, -0.284, -0.440, 1.190, -1.212, -0.974, -1.084, -0.762, 1.019, 0.398, 0.610, 0.291, 0.243, 0.248, 0.477, 0.498, 0.520, 0.514, -1.381, 0.668, -1.401, -1.199, 0.457, -0.595, -0.951, -0.741, -0.543, 0.733, -1.649, 0.396, -1.237, -1.311, 0.425, 0.454, 0.312, 0.528, 0.337, 0.434, 0.594, 0.666, 0.584, 0.459, 0.455, 0.379, 0.659, 0.758, 0.577, 0.390, 0.351, 0.728, 0.318, 0.340, 0.301, 0.098, -0.898, 0.242, -0.302, 0.112, -0.592, 0.236, -0.786, -0.919, 0.711, -1.362, 0.208, 0.423, 0.117, 0.086, -0.083, 0.540, 0.325, 0.413, 0.418, 0.366, -1.203, 0.427, -1.177, -1.218, 1.431, 0.294, -0.153, -0.239, -0.952, -0.811, -0.243, 0.454, 0.362, 0.353, 0.430, 0.334, 0.303, 0.443, 0.232, 0.422, 0.289, 0.479, 0.459, 0.414, 0.167], "relative_energy_kj_mol": 0.0, "total_charge": 2, "lumo_ev": -6.346}

***

[5]
{"formula": "C3H3NO2", "method": "wB97M-V/def2-TZVPD", "species": ["O", "C", "C", "O", "C", "N", "H", "H", "H"], "coordinates": [[-1.2006, 0.3151, -1.4800], [-0.3350, 0.2318, -0.3998], [0.0037, -1.0049, -0.0262], [0.0996, -2.1688, 0.0326], [0.0726, 1.4691, 0.1763], [0.3795, 2.4963, 0.6188], [-1.3669, -0.5874, -1.7844], [0.8634, -0.4001, 1.6807], [1.4497, -0.3810, 1.2182]], "forces_ev_per_a": [[-0.178, -0.104, -0.228], [0.112, -0.078, 0.143], [-0.142, -0.758, -0.226], [-0.077, 0.904, -0.039], [0.271, 0.658, 0.385], [-0.320, -1.084, -0.468], [-0.167, 0.250, -0.208], [0.277, 0.107, 0.302], [0.224, 0.106, 0.339]], "mulliken_charge": [-0.479, 0.790, 0.274, -0.363, -0.252, -0.358, 0.288, 0.051, 0.048], "relative_energy_kj_mol": 395.2, "total_charge": 0, "lumo_ev": -0.343}

***

[6]
{"formula": "C5H10N5", "method": "wB97M-V/def2-TZVPD", "species": ["C", "C", "C", "C", "C", "N", "N", "N", "N", "N", "H", "H", "H", "H", "H", "H", "H", "H", "H", "H"], "coordinates": [[-1.1341, -1.5843, 1.8326], [-0.3032, -0.8872, 1.3407], [-1.1568, 0.7726, -1.1994], [0.6591, -0.2579, 0.5453], [2.3361, -0.4210, 1.0562], [-0.7849, 1.6202, -0.2779], [-0.4210, -0.2668, -1.6404], [0.7118, -0.6157, -0.8755], [-2.3422, 0.9604, -1.6961], [0.4272, 1.1846, 0.4597], [-1.9657, -2.1343, 2.2310], [2.4220, -1.4724, 1.1661], [2.3490, 0.0295, 1.9633], [3.0668, 0.0117, 0.5146], [-1.0434, -1.2091, -1.6682], [0.8763, -1.6582, -0.9339], [-2.8566, 1.7850, -1.4521], [-2.4726, 0.6724, -2.6421], [0.3687, 1.8084, 1.2276], [1.2634, 1.6620, 0.0486]], "forces_ev_per_a": [[-1.067, -0.379, 0.371], [-0.570, -0.759, 0.628], [1.955, -3.241, -2.657], [4.942, 0.407, -0.868], [-5.741, -1.801, -0.293], [2.618, 4.213, 5.608], [-0.849, -4.631, -0.448], [1.075, -0.917, 0.177], [-3.689, 0.571, -1.384], [-0.484, 2.545, -2.121], [0.348, 0.045, 0.056], [0.423, -0.884, 0.090], [0.013, 1.059, 3.177], [1.862, 1.341, -2.784], [0.706, 1.728, -0.113], [-0.264, 1.757, -0.240], [-0.055, 0.261, 0.147], [-0.363, -0.209, -0.614], [-0.500, -0.272, 2.279], [-0.359, -0.837, -1.011]], "mulliken_charge": [0.264, -1.163, 0.369, 0.756, -1.473, -0.612, -0.338, -0.295, -0.365, 0.148, 0.446, 0.415, 0.509, 0.454, 0.238, 0.377, 0.260, 0.259, 0.352, 0.400], "relative_energy_kj_mol": 574.0, "total_charge": 1, "s2": 2.01, "multiplicity": 3, "lumo_ev": [-3.107, -6.997]}